Here is 12 unconnected molecules or ions with the total composition C80H187N11O20 from OMol25. Energies are from ωB97M-V/def2-TZVPD.

```
298
C80H187N11O20 | OMol25 | ωB97M-V/def2-TZVPD
C 4.731 0.237 2.683
C 5.545 -1.062 2.450
C 6.744 -1.016 3.389
C 4.707 -2.257 2.640
C 3.590 -2.331 1.656
C 4.277 -2.571 0.317
C 5.231 -1.463 -0.095
C 6.197 -1.947 -1.169
C 4.483 -0.169 -0.490
N 6.143 -1.270 1.097
O 7.031 -0.172 0.811
H 5.102 1.135 2.165
H 3.687 0.109 2.354
H 4.750 0.417 3.751
H 7.149 -0.033 3.468
H 6.385 -1.217 4.390
H 7.407 -1.810 3.141
H 5.386 -3.049 2.408
H 4.423 -2.439 3.698
H 2.914 -3.106 1.936
H 3.004 -1.433 1.615
H 3.479 -2.542 -0.443
H 4.873 -3.530 0.173
H 6.998 -1.263 -1.533
H 5.512 -2.209 -1.986
H 6.627 -2.856 -0.825
H 5.103 0.755 -0.584
H 3.707 0.185 0.211
H 4.046 -0.308 -1.459
H 6.552 0.715 0.774
C -5.160 2.920 3.130
C -5.235 2.496 1.643
C -4.403 3.432 0.753
C -4.824 1.051 1.473
C -5.831 0.107 2.149
C -7.142 0.311 1.368
C -7.688 1.662 1.581
C -8.948 1.894 0.640
C -8.219 1.927 3.054
N -6.658 2.579 1.063
O -7.048 3.908 1.258
H -4.115 3.128 3.364
H -5.610 3.894 3.293
H -5.584 2.185 3.821
H -4.571 3.078 -0.284
H -4.650 4.492 0.942
H -3.336 3.378 1.053
H -4.849 0.690 0.426
H -3.811 0.881 1.758
H -5.490 -0.987 2.022
H -5.925 0.277 3.244
H -7.855 -0.462 1.589
H -6.813 0.280 0.272
H -8.657 1.659 -0.406
H -9.260 2.885 0.811
H -9.753 1.325 1.068
H -7.621 1.508 3.906
H -9.192 1.479 3.186
H -8.305 2.982 3.229
H -7.551 4.206 0.462
C -3.675 -8.121 -2.746
C -2.533 -7.419 -3.589
C -1.223 -7.684 -2.896
C -2.662 -7.915 -4.985
C -1.933 -7.007 -6.040
C -2.471 -5.585 -5.922
C -2.362 -4.983 -4.492
C -0.897 -4.588 -4.149
C -3.176 -3.711 -4.521
N -2.959 -5.912 -3.606
O -2.717 -5.392 -2.296
H -3.585 -9.187 -2.924
H -3.713 -7.835 -1.684
H -4.582 -7.751 -3.150
H -1.085 -8.662 -2.534
H -0.365 -7.545 -3.531
H -1.200 -7.114 -2.034
H -2.518 -9.049 -5.056
H -3.705 -7.816 -5.256
H -0.825 -7.072 -5.913
H -2.014 -7.448 -7.015
H -3.534 -5.609 -6.263
H -1.917 -4.879 -6.579
H -0.314 -5.449 -4.345
H -0.834 -4.218 -3.080
H -0.566 -3.873 -4.891
H -3.083 -3.151 -3.589
H -4.281 -3.856 -4.690
H -2.857 -3.056 -5.366
H -3.598 -5.460 -1.853
C 5.211 1.524 -3.690
C 5.106 2.751 -4.563
C 5.196 4.093 -3.788
C 6.196 2.749 -5.644
C 6.029 1.610 -6.723
C 4.666 1.823 -7.385
C 3.448 1.805 -6.375
C 2.172 2.301 -7.125
C 3.231 0.271 -5.881
N 3.755 2.793 -5.282
O 2.717 2.744 -4.327
H 4.296 1.441 -3.064
H 5.334 0.534 -4.152
H 6.118 1.712 -3.058
H 4.854 4.838 -4.547
H 4.437 4.072 -3.041
H 6.225 4.258 -3.335
H 6.251 3.657 -6.207
H 7.214 2.600 -5.161
H 6.807 1.571 -7.596
H 6.118 0.693 -6.270
H 4.488 1.016 -8.104
H 4.778 2.777 -7.814
H 1.877 1.626 -7.933
H 2.298 3.287 -7.590
H 1.306 2.214 -6.444
H 4.232 -0.140 -5.812
H 2.806 -0.301 -6.692
H 2.604 0.273 -4.983
H 2.236 3.600 -4.481
C 5.153 4.911 1.806
O 4.342 5.083 0.648
C 4.464 4.041 -0.257
C 3.141 4.078 -1.060
N 1.957 3.911 -0.225
C 0.690 4.162 -1.026
C 0.392 3.015 -1.975
O -0.580 3.331 -2.977
C -1.803 3.639 -2.472
H 6.191 5.308 1.585
H 5.202 3.918 2.228
H 4.724 5.624 2.532
H 4.538 3.121 0.300
H 5.228 4.263 -0.920
H 3.197 3.315 -1.818
H 3.184 5.061 -1.606
H 1.851 4.671 0.495
H 0.813 5.130 -1.634
H -0.163 4.418 -0.343
H 0.041 2.168 -1.318
H 1.304 2.749 -2.474
H -2.498 3.964 -3.191
H -1.778 4.492 -1.734
H -2.324 2.807 -2.029
C -3.293 -5.607 3.737
O -2.654 -4.494 3.265
C -3.389 -3.897 2.208
C -2.912 -2.468 2.116
N -1.590 -2.294 1.631
C -1.279 -2.569 0.231
C 0.152 -2.951 0.131
O 0.409 -4.004 1.055
C -0.060 -5.241 0.445
H -2.727 -6.032 4.549
H -3.285 -6.438 2.976
H -4.246 -5.286 4.097
H -4.518 -3.915 2.381
H -3.224 -4.490 1.309
H -2.809 -2.122 3.159
H -3.566 -1.888 1.459
H -1.038 -2.897 2.175
H -1.334 -1.637 -0.372
H -1.929 -3.318 -0.233
H 0.843 -2.102 0.320
H 0.369 -3.368 -0.897
H 0.067 -5.251 -0.627
H -1.132 -5.391 0.646
H 0.530 -6.050 0.852
C 8.622 1.306 10.543
O 7.428 1.513 9.726
C 7.727 2.072 8.449
C 6.542 2.050 7.507
N 6.714 2.713 6.194
C 6.220 4.037 5.871
C 4.685 4.226 5.694
O 4.370 3.361 4.629
C 2.978 3.392 4.347
H 8.298 0.868 11.476
H 9.049 2.286 10.689
H 9.313 0.660 10.047
H 8.571 1.616 8.011
H 7.955 3.124 8.584
H 5.751 2.475 8.134
H 6.336 1.016 7.284
H 6.779 2.081 5.398
H 6.467 4.191 4.872
H 6.728 4.821 6.441
H 4.496 5.272 5.359
H 4.085 4.001 6.608
H 2.680 2.694 3.573
H 2.672 4.406 4.079
H 2.431 3.099 5.242
C -0.723 3.022 4.563
O -0.473 4.317 4.072
C -1.500 4.780 3.212
C -1.036 6.158 2.619
N 0.317 6.010 2.057
C 1.108 7.122 1.674
C 0.431 7.757 0.510
O 1.023 9.039 0.322
C 0.364 9.765 -0.701
H -1.707 3.112 5.148
H 0.209 2.845 5.167
H -0.947 2.277 3.812
H -2.404 4.951 3.790
H -1.599 4.034 2.385
H -1.027 6.831 3.459
H -1.752 6.493 1.885
H 0.852 5.426 2.714
H 2.115 6.863 1.479
H 1.169 7.968 2.425
H -0.596 7.965 0.811
H 0.376 7.136 -0.363
H 1.000 10.551 -1.013
H -0.612 10.023 -0.271
H 0.230 9.179 -1.584
C -4.073 -0.129 -2.178
O -4.861 -1.040 -1.548
C -6.078 -1.243 -2.196
C -6.934 -2.187 -1.376
N -6.411 -3.539 -1.325
C -7.372 -4.493 -0.779
C -6.892 -5.856 -1.064
O -7.788 -6.756 -0.363
C -7.574 -8.083 -0.821
H -4.423 0.914 -2.098
H -3.847 -0.342 -3.223
H -3.075 -0.069 -1.734
H -5.932 -1.733 -3.198
H -6.589 -0.247 -2.224
H -7.935 -2.265 -1.726
H -7.017 -1.884 -0.402
H -5.521 -3.464 -0.847
H -8.346 -4.394 -1.290
H -7.602 -4.380 0.302
H -5.845 -5.952 -0.670
H -6.798 -6.113 -2.154
H -7.801 -8.099 -1.890
H -8.178 -8.841 -0.345
H -6.542 -8.265 -0.755
C -0.002 -1.227 -3.310
O -0.737 -0.941 -4.470
C -0.655 0.395 -4.887
C -0.981 0.442 -6.359
N -2.353 -0.113 -6.495
C -2.639 -0.228 -7.902
C -4.103 -0.438 -8.135
O -4.455 -1.765 -7.890
C -5.825 -2.079 -8.236
H -0.399 -0.737 -2.455
H 0.965 -0.804 -3.486
H 0.112 -2.315 -3.197
H 0.378 0.733 -4.726
H -1.304 1.015 -4.305
H -0.199 0.008 -6.932
H -1.129 1.533 -6.756
H -2.262 -1.053 -6.164
H -2.064 -0.884 -8.562
H -2.472 0.780 -8.259
H -4.373 -0.218 -9.237
H -4.661 0.286 -7.545
H -6.557 -1.420 -7.854
H -6.023 -3.045 -7.805
H -5.895 -2.095 -9.331
C 1.638 1.491 8.062
O 2.670 1.740 7.170
C 3.086 0.656 6.372
C 1.985 -0.008 5.515
N 1.313 -1.041 6.252
C 0.222 -1.634 5.505
C 0.683 -2.738 4.613
O 1.530 -3.470 5.429
C 1.928 -4.655 4.745
H 1.908 0.769 8.841
H 0.733 1.057 7.638
H 1.436 2.422 8.587
H 3.583 -0.090 7.031
H 3.834 1.100 5.636
H 2.372 -0.313 4.533
H 1.188 0.777 5.363
H 2.022 -1.565 6.694
H -0.312 -0.846 4.978
H -0.534 -2.112 6.171
H 1.151 -2.490 3.700
H -0.174 -3.320 4.313
H 2.739 -5.114 5.404
H 2.255 -4.397 3.762
H 1.016 -5.284 4.627
O -0.938 0.282 2.783
C 0.374 0.509 2.248
C 0.430 1.024 0.822
O 1.729 1.093 0.361
H -1.319 -0.478 2.269
H 0.908 1.301 2.888
H 1.009 -0.407 2.257
H -0.017 2.032 0.752
H -0.210 0.411 0.176
H 1.968 2.041 0.286
```

The HOMO energy comes out at -8.13 eV. The energy comes out at -143315.368 eV. The LUMO energy is 0.437 eV. As for the net charge: 0. The structure (SMILES) is CC1(C)CCCC(C)(C)N1O.CC1(C)CCCC(C)(C)N1O.CC1(C)CCCC(C)(C)N1O.CC1(C)CCCC(C)(C)N1O.COCCNCCOC.COCCNCCOC.COCCNCCOC.COCCNCCOC.COCCNCCOC.COCCNCCOC.COCCNCCOC.OCCO.

Löwdin population analysis, charges in e, atoms 1 to 99: -0.01, -0.52, -0.02, -0.16, -0.17, -0.12, -0.50, -0.03, -0.02, -0.07, -0.07, 0.08, 0.06, 0.06, 0.07, 0.08, 0.08, 0.12, 0.14, 0.08, 0.07, 0.12, 0.14, 0.10, 0.09, 0.07, 0.07, 0.05, 0.07, 0.10, -0.01, -0.47, -0.03, -0.14, -0.15, -0.17, -0.50, -0.01, -0.01, -0.10, -0.06, 0.06, 0.08, 0.06, 0.09, 0.09, 0.07, 0.10, 0.10, 0.11, 0.10, 0.12, 0.12, 0.10, 0.05, 0.07, 0.08, 0.07, 0.07, 0.12, -0.03, -0.47, -0.03, -0.15, -0.16, -0.13, -0.56, -0.01, -0.04, -0.06, -0.07, 0.08, 0.08, 0.06, 0.07, 0.08, 0.04, 0.15, 0.11, 0.11, 0.09, 0.13, 0.13, 0.05, 0.09, 0.08, 0.07, 0.10, 0.08, 0.10, -0.04, -0.50, -0.02, -0.13, -0.18, -0.14, -0.43, -0.04, 0.00